Computed, not measured: a 5-piece molecular cluster, C20H48N7O5S overall, with wB97M-V/def2-TZVPD.

**E**: -53013.970 eV
**Gap between HOMO and LUMO**: 6.806 eV
**Charge**: +1

Last column: Löwdin charge in e.
Geometry (Å):
1 C -1.39 -1.01 -1.80  -0.10
2 C -1.84 0.03 -2.84  -0.26
3 C -0.68 0.62 -3.64  -0.18
4 C -1.15 1.61 -4.70  -0.17
5 O -1.24 2.93 -4.11  -0.10
6 N -2.46 3.58 -4.39  0.07
7 C -3.36 3.28 -3.38  -0.33
8 N -3.10 3.71 -2.09  0.17
9 N -4.45 2.61 -3.63  0.17
10 C -5.51 2.26 -2.67  -0.17
11 C -6.87 2.72 -3.18  -0.23
12 C -7.47 1.90 -4.34  -0.55
13 S -7.26 0.10 -4.24  0.74
14 H -0.31 -1.13 -1.78  0.06
15 H -1.67 -0.68 -0.80  0.07
16 H -1.88 -1.97 -1.97  0.07
17 H -2.36 0.85 -2.31  0.08
18 H -2.59 -0.40 -3.52  0.10
19 H 0.01 1.10 -2.96  0.13
20 H -0.16 -0.19 -4.15  0.13
21 H -0.43 1.68 -5.52  0.13
22 H -2.12 1.28 -5.08  0.11
23 H -2.80 3.39 -5.32  0.15
24 H -2.95 4.71 -2.09  0.13
25 H -2.23 3.27 -1.77  0.12
26 H -4.58 2.27 -4.58  0.17
27 H -5.46 1.18 -2.53  0.10
28 H -5.29 2.73 -1.72  0.12
29 H -6.74 3.74 -3.55  0.12
30 H -7.55 2.80 -2.34  0.12
31 H -7.13 2.25 -5.31  0.07
32 H -8.55 2.04 -4.32  0.07
33 H -6.04 -0.01 -4.80  -0.16
34 C 1.31 -0.67 1.30  -0.33
35 O 0.67 -1.05 0.33  -0.04
36 N 2.64 -0.69 1.38  -0.17
37 C 3.34 -0.25 2.58  -0.04
38 C 3.41 -1.15 0.24  -0.02
39 H 0.82 -0.29 2.21  0.14
40 H 3.99 0.59 2.34  0.09
41 H 3.94 -1.07 2.97  0.10
42 H 2.62 0.06 3.33  0.05
43 H 3.20 -0.53 -0.63  0.10
44 H 3.14 -2.18 0.00  0.10
45 H 4.47 -1.10 0.46  0.05
46 C -0.48 -4.52 3.36  -0.36
47 O 0.51 -3.87 3.62  0.00
48 N -1.10 -4.52 2.16  -0.20
49 C -2.30 -5.29 1.91  -0.06
50 C -0.53 -3.71 1.10  -0.04
51 H -0.98 -5.16 4.11  0.13
52 H -2.13 -6.01 1.11  0.09
53 H -3.12 -4.64 1.62  0.09
54 H -2.58 -5.84 2.81  0.08
55 H 0.49 -4.03 0.88  0.10
56 H -0.49 -2.67 1.41  0.06
57 H -1.14 -3.80 0.20  0.08
58 C 7.13 -0.59 0.29  -0.35
59 O 6.45 -0.94 -0.66  0.00
60 N 8.47 -0.61 0.32  -0.20
61 C 9.22 -0.19 1.48  -0.05
62 C 9.18 -1.09 -0.85  -0.04
63 H 6.68 -0.21 1.23  0.13
64 H 9.88 0.64 1.23  0.09
65 H 9.83 -1.01 1.86  0.09
66 H 8.54 0.13 2.27  0.08
67 H 8.93 -0.47 -1.72  0.09
68 H 8.89 -2.11 -1.08  0.09
69 H 10.25 -1.05 -0.67  0.09
70 C 0.96 1.34 5.13  -0.36
71 O 1.43 2.06 4.27  0.00
72 N -0.32 1.37 5.54  -0.20
73 C -0.82 0.48 6.57  -0.05
74 C -1.22 2.33 4.93  -0.04
75 H 1.57 0.58 5.66  0.14
76 H -1.63 -0.14 6.18  0.09
77 H -1.20 1.06 7.42  0.09
78 H -0.02 -0.17 6.92  0.09
79 H -1.28 2.16 3.85  0.09
80 H -0.85 3.35 5.08  0.09
81 H -2.21 2.23 5.37  0.09

---

Computed, not measured: C18H31ClNO2P2Yb as an isolated structure in a non-equilibrium geometry, with wB97M-V/def2-TZVPD.

**E**: -87379.226 eV
**Gap between HOMO and LUMO (alpha / beta)**: 4.730 / 5.890 eV
**Spin multiplicity**: 2
**ΔE to the lowest compared entry with this formula, charge and spin**: 1.144 eV

Last column: natural (NBO) charge in e.
Geometry (Å):
1 C -0.90 0.74 -4.17  -0.27
2 C -1.03 0.29 -2.85  0.28
3 N -0.23 0.74 -1.85  -0.54
4 C 0.67 1.71 -2.13  0.28
5 C 0.75 2.28 -3.41  -0.26
6 C -0.05 1.79 -4.44  -0.13
7 C -2.01 -0.85 -2.63  -0.82
8 P -2.69 -0.99 -0.95  0.87
9 Yb -0.40 -0.29 0.32  0.78
10 P 2.12 1.13 0.33  1.02
11 C 1.50 2.28 -1.01  -0.76
12 O -0.48 -3.18 -3.10  -0.98
13 O 0.49 -2.72 -0.72  -1.00
14 H -1.51 0.23 -4.92  0.22
15 H 1.40 3.10 -3.56  0.22
16 H -0.02 2.18 -5.43  0.22
17 C -4.04 0.21 -0.92  -0.94
18 C -3.47 -2.58 -1.01  -0.94
19 H 2.30 2.92 -1.41  0.24
20 H 0.86 2.97 -0.41  0.25
21 H -1.45 -1.81 -2.91  0.34
22 H -2.85 -0.75 -3.34  0.23
23 C 2.67 2.50 1.49  -0.95
24 C 3.88 0.83 -0.41  -0.97
25 H 1.16 -2.07 -0.36  0.50
26 H 0.68 -3.58 -0.29  0.50
27 H 0.04 -3.02 -2.26  0.51
28 H 0.13 -3.07 -3.84  0.48
29 H 0.76 1.34 0.96  -0.25
30 H 1.57 -0.70 0.17  -0.31
31 H -4.84 -0.21 -1.53  0.23
32 H -4.38 0.36 0.11  0.25
33 H -3.72 1.17 -1.35  0.25
34 H -4.23 -2.57 -1.81  0.22
35 H -2.72 -3.38 -1.22  0.27
36 H -3.96 -2.78 -0.04  0.25
37 H 4.47 1.75 -0.47  0.21
38 H 4.41 0.12 0.22  0.22
39 H 3.79 0.42 -1.43  0.21
40 H 3.65 3.02 1.29  0.22
41 H 1.90 3.31 1.50  0.22
42 H 2.75 2.09 2.51  0.24
43 Cl -2.11 0.12 2.38  0.05
44 C -0.85 -0.11 3.59  -0.11
45 C -1.03 0.57 4.78  -0.20
46 C 0.07 0.73 5.65  -0.30
47 C 1.32 0.14 5.30  -0.20
48 C 1.45 -0.62 4.18  -0.21
49 C 0.33 -0.83 3.33  -0.04
50 C 0.46 -1.74 2.23  -0.83
51 H -1.99 1.02 5.05  0.22
52 H -0.04 1.30 6.59  0.21
53 H 2.17 0.32 5.97  0.21
54 H 2.38 -1.11 3.96  0.20
55 H 1.33 -2.44 2.37  0.21
56 H -0.46 -2.29 1.90  0.20

---

Computed, not measured: a 11-piece molecular cluster, C29H80O11 overall in a non-equilibrium geometry, with wB97M-V/def2-TZVPD.

**E**: -53881.906 eV
**Gap between HOMO and LUMO (alpha / beta)**: 9.565 / 3.395 eV
**Spin multiplicity**: 2
**ΔE to the lowest compared entry with this formula, charge and spin**: 0.000 eV
**Charge**: +1

Last column: Mulliken spin population.
Geometry (Å):
1 C 5.81 1.29 0.58  0.00
2 C 4.31 1.37 0.41  0.00
3 C 3.98 2.40 -0.63  0.00
4 O 3.70 0.10 0.15  0.00
5 H 6.17 2.24 0.97  0.00
6 H 6.34 1.17 -0.36  0.00
7 H 6.05 0.47 1.26  0.00
8 H 3.79 1.69 1.32  0.00
9 H 2.89 2.44 -0.72  0.00
10 H 4.49 2.19 -1.57  0.00
11 H 4.30 3.39 -0.30  0.00
12 H 2.78 0.20 0.40  0.00
13 C -1.90 1.11 -3.30  -0.01
14 C -1.79 1.09 -4.82  0.00
15 C -1.32 2.40 -5.45  0.00
16 O -0.82 0.20 -5.30  0.03
17 H -1.65 0.16 -2.82  0.00
18 H -2.88 1.41 -2.94  0.00
19 H -1.32 1.94 -2.90  0.00
20 H -2.76 0.77 -5.22  0.01
21 H -1.30 2.25 -6.53  0.00
22 H -0.31 2.70 -5.15  0.00
23 H -1.98 3.21 -5.14  0.00
24 H -1.10 -0.72 -5.35  0.00
25 C 0.12 3.06 4.02  0.00
26 C 1.64 2.97 4.03  0.00
27 C 2.10 1.47 4.04  0.00
28 O 2.08 3.71 2.85  0.00
29 H -0.25 4.08 4.00  0.00
30 H -0.33 2.55 4.87  0.00
31 H -0.32 2.54 3.16  0.00
32 H 1.99 3.53 4.89  0.00
33 H 1.56 0.90 3.27  0.00
34 H 1.80 0.98 4.97  0.00
35 H 3.17 1.30 4.01  0.00
36 H 3.03 3.70 2.74  0.00
37 C -1.29 4.30 -0.79  0.00
38 C -0.05 4.56 0.05  0.00
39 C -0.21 5.46 1.25  0.00
40 O 0.54 3.32 0.44  0.00
41 H -1.85 5.24 -0.83  0.00
42 H -2.01 3.59 -0.38  0.00
43 H -0.94 3.99 -1.78  0.00
44 H 0.71 4.99 -0.60  0.00
45 H -0.93 5.15 2.00  0.00
46 H -0.59 6.38 0.81  0.00
47 H 0.73 5.66 1.77  0.00
48 H 0.87 3.45 1.33  0.00
49 C 2.99 -2.27 4.24  0.00
50 C 2.46 -3.18 3.12  0.00
51 C 1.79 -2.54 1.93  0.00
52 O 3.59 -3.86 2.70  0.00
53 H 3.31 -2.91 5.06  0.00
54 H 2.25 -1.58 4.65  0.00
55 H 3.87 -1.73 3.88  0.00
56 H 1.80 -3.92 3.57  0.00
57 H 2.29 -1.68 1.47  0.00
58 H 0.80 -2.11 2.14  0.00
59 H 1.55 -3.24 1.13  0.00
60 H 4.20 -3.15 2.48  0.00
61 C -3.70 -0.90 4.25  0.00
62 C -2.34 -0.79 4.97  0.00
63 C -1.15 -0.64 3.95  0.00
64 O -2.38 0.48 5.64  0.00
65 H -3.79 -1.82 3.67  0.00
66 H -3.90 -0.01 3.67  0.00
67 H -4.50 -0.95 4.99  0.00
68 H -2.13 -1.61 5.66  0.00
69 H -1.29 0.20 3.27  0.00
70 H -1.20 -1.56 3.38  0.00
71 H -0.20 -0.62 4.49  0.00
72 H -1.57 0.66 6.12  0.00
73 C 3.53 -0.41 -5.18  0.11
74 C 2.24 -0.12 -4.48  0.02
75 C 2.34 0.29 -3.02  0.11
76 O 1.67 0.95 -5.21  0.73
77 H 3.43 -0.53 -6.25  0.00
78 H 4.02 -1.33 -4.83  0.01
79 H 4.28 0.38 -5.09  0.00
80 H 1.63 -1.00 -4.65  0.00
81 H 1.34 0.30 -2.60  -0.01
82 H 2.88 1.19 -2.70  0.00
83 H 2.80 -0.53 -2.46  0.01
84 H 0.79 0.68 -5.50  -0.01
85 C -2.08 -3.06 0.46  0.00
86 C -2.22 -4.48 0.96  0.00
87 C -1.34 -4.77 2.16  0.00
88 O -3.52 -4.61 1.40  0.00
89 H -1.11 -3.00 -0.03  0.00
90 H -2.11 -2.37 1.30  0.00
91 H -2.78 -2.76 -0.32  0.00
92 H -2.06 -5.28 0.24  0.00
93 H -1.58 -4.15 3.02  0.00
94 H -0.30 -4.49 1.98  0.00
95 H -1.32 -5.81 2.49  0.00
96 H -4.02 -4.54 0.58  0.00
97 C -3.22 -3.93 -5.03  0.00
98 C -2.41 -2.75 -4.51  0.00
99 C -1.56 -3.06 -3.31  0.00
100 O -1.63 -2.38 -5.59  0.00
101 H -2.61 -4.77 -5.35  0.00
102 H -3.83 -3.53 -5.85  0.00
103 H -3.94 -4.20 -4.25  0.00
104 H -3.13 -1.95 -4.29  0.00
105 H -0.98 -2.21 -2.95  0.00
106 H -0.95 -3.93 -3.54  0.00
107 H -2.15 -3.24 -2.41  0.00
108 H -1.26 -3.15 -6.03  0.00
109 C -4.57 0.52 0.70  0.00
110 O -4.61 0.56 -0.73  0.00
111 H -5.41 0.03 1.18  0.00
112 H -3.66 0.06 1.08  0.00
113 H -4.67 1.55 1.05  0.00
114 H -4.57 1.48 -1.00  0.00
115 C -0.41 0.02 0.19  0.00
116 O 0.89 0.56 0.45  0.00
117 H -1.13 0.81 -0.04  0.00
118 H -0.53 -0.64 -0.67  0.00
119 H -0.79 -0.43 1.11  0.00
120 H 0.78 1.51 0.37  0.00

---

Computed, not measured: one molecule with the formula C3H6N2O3 in a non-equilibrium geometry, with wB97M-V/def2-TZVPD.

**E**: -12328.451 eV
**Gap between HOMO and LUMO**: 10.734 eV
**ΔE to the lowest compared entry with this formula, charge and spin**: 3.777 eV

Last column: natural (NBO) charge in e.
Geometry (Å):
1 C 0.07 -1.89 1.80  -0.72
2 N 0.51 0.76 -0.67  -0.43
3 C -0.87 1.37 -1.44  0.77
4 C 0.46 -0.55 1.27  0.79
5 N -0.25 1.48 -2.58  -0.92
6 O 0.31 -0.52 -0.10  -0.36
7 O -1.90 1.48 -0.85  -0.59
8 O 0.84 0.40 1.89  -0.58
9 H 0.87 1.37 0.07  0.41
10 H -0.73 1.86 -3.38  0.39
11 H 0.84 0.89 -1.84  0.48
12 H 0.30 -2.68 1.09  0.24
13 H -1.01 -1.89 1.97  0.26
14 H 0.58 -2.06 2.75  0.25

---

Computed, not measured: one molecule with the formula C4H5OP in a non-equilibrium geometry, with wB97M-V/def2-TZVPD.

**E**: -15560.872 eV
**Gap between HOMO and LUMO**: 9.796 eV
**ΔE to the lowest compared entry with this formula, charge and spin**: 3.143 eV

Last column: natural (NBO) charge in e.
Geometry (Å):
1 C 1.60 0.95 -0.13  -0.16
2 C 2.24 -0.07 0.39  -0.18
3 C 0.80 -0.28 0.22  -0.13
4 C -2.04 -0.09 0.06  -1.00
5 O 0.26 -1.16 -0.94  -0.80
6 P -0.68 -1.30 0.43  1.07
7 H 1.70 1.99 -0.69  0.25
8 H 3.13 -0.48 0.65  0.22
9 H -2.32 0.66 0.73  0.24
10 H -3.00 -0.71 0.05  0.24
11 H -1.69 0.50 -0.78  0.25

---

Computed, not measured: one molecule with the formula C22H29N3O, with wB97M-V/def2-TZVPD.

**E**: -29803.234 eV
**Gap between HOMO and LUMO**: 8.271 eV
**ΔE to the lowest compared entry with this formula, charge and spin**: 0.165 eV

Last column: natural (NBO) charge in e.
Geometry (Å):
1 C -0.45 -3.92 -1.79  -0.62
2 H 0.45 -4.53 -1.73  0.22
3 H -1.31 -4.58 -1.87  0.22
4 H -0.39 -3.31 -2.70  0.20
5 C -0.58 -3.03 -0.56  -0.06
6 N -1.88 -2.37 -0.59  -0.62
7 C -2.59 -2.10 0.53  0.66
8 O -2.24 -2.48 1.63  -0.63
9 C -3.82 -1.23 0.30  -0.30
10 N -3.51 0.19 0.21  -0.43
11 C -2.89 0.59 -1.03  -0.25
12 C -2.82 2.13 -1.08  -0.20
13 N -2.01 2.62 0.02  -0.46
14 C -0.62 2.60 -0.12  0.26
15 C 0.24 2.18 0.89  -0.31
16 C 1.61 2.23 0.73  -0.17
17 C 2.17 2.69 -0.45  -0.26
18 C 1.33 3.12 -1.46  -0.18
19 C -0.04 3.09 -1.30  -0.29
20 H -0.67 3.47 -2.09  0.21
21 H 1.74 3.51 -2.38  0.21
22 H 3.24 2.71 -0.58  0.21
23 H 2.25 1.88 1.53  0.22
24 H -0.14 1.80 1.83  0.21
25 C -2.62 2.20 1.26  -0.22
26 C -2.75 0.67 1.35  -0.25
27 H -3.29 0.40 2.26  0.21
28 H -1.75 0.22 1.39  0.18
29 H -2.06 2.59 2.11  0.21
30 H -3.62 2.64 1.29  0.20
31 H -2.41 2.44 -2.04  0.21
32 H -3.82 2.54 -0.98  0.20
33 H -3.49 0.23 -1.87  0.20
34 H -1.85 0.21 -1.13  0.17
35 H -4.48 -1.36 1.16  0.22
36 H -4.35 -1.53 -0.60  0.20
37 H -2.19 -2.01 -1.48  0.39
38 C 0.53 -1.98 -0.45  -0.39
39 H 0.55 -1.36 -1.36  0.20
40 H 0.30 -1.33 0.39  0.22
41 C 1.91 -2.60 -0.23  -0.41
42 C 2.93 -1.54 0.08  -0.03
43 C 3.18 -1.16 1.39  -0.21
44 C 4.11 -0.19 1.69  -0.21
45 C 4.81 0.43 0.66  -0.23
46 C 4.57 0.07 -0.65  -0.22
47 C 3.63 -0.91 -0.94  -0.16
48 H 3.45 -1.19 -1.97  0.20
49 H 5.11 0.55 -1.45  0.21
50 H 5.55 1.19 0.89  0.21
51 H 4.30 0.09 2.71  0.21
52 H 2.63 -1.65 2.19  0.21
53 H 2.22 -3.15 -1.13  0.21
54 H 1.85 -3.31 0.60  0.21
55 H -0.58 -3.64 0.35  0.23

---

Computed, not measured: one molecule with the formula C4H6O2, with wB97M-V/def2-TZVPD.

**E**: -8337.071 eV
**Gap between HOMO and LUMO**: 7.837 eV
**ΔE to the lowest compared entry with this formula, charge and spin**: 3.390 eV

Last column: natural (NBO) charge in e.
Geometry (Å):
1 O -0.04 2.20 -0.81  -0.58
2 C 0.57 1.11 -0.53  0.37
3 C -0.25 -0.55 1.13  -0.38
4 C 0.37 -1.34 0.04  -0.43
5 C -0.28 -0.04 -0.44  0.19
6 O -1.42 0.14 -1.02  -0.80
7 H -1.00 1.85 -0.90  0.53
8 H 1.66 1.15 -0.54  0.19
9 H 0.34 -0.10 1.92  0.22
10 H -1.28 -0.78 1.38  0.24
11 H -0.12 -2.25 -0.30  0.24
12 H 1.46 -1.39 0.06  0.22

---

Question: Among the records above, which one has the highest E?
Answer: C4H6O2

---

Question: What is the formula in the fifth record?
Answer: C4H5OP